1.
This record from the Open Molecules 2025 dataset describes the ion C7H12N with charge +1. The level of theory is wB97M-V/def2-TZVPD.

```
20
Properties=species:S:1:pos:R:3
C 0.6421 1.2256 -0.4751
C -0.4252 0.5002 -0.4206
C -2.4210 -0.3693 -1.2513
C -1.8058 0.2069 -0.1836
C 2.0497 0.6444 -0.4113
C 1.4345 -1.5897 0.2652
C -2.3516 0.3589 1.1528
N 2.2557 -0.4132 0.5743
H 0.6631 2.3062 -0.7422
H -3.5354 -0.6232 -1.2240
H -1.8131 -0.4784 -2.0854
H 2.3090 0.3560 -1.4620
H 2.9747 1.3431 -0.3325
H 0.8222 -2.1289 0.9652
H 1.4245 -1.8842 -0.7648
H -3.3776 -0.2367 1.3102
H -2.6481 1.4602 1.1861
H -1.5451 0.1626 1.9652
H 3.1601 -0.7565 0.4834
H 2.1872 -0.0839 1.4504
```

## Properties
* HOMO-LUMO gap (alpha / beta): 6.802 / 9.041 eV
* HOMO energy (alpha / beta): -11.52 / -13.18 eV
* charge: +1
* lowest unoccupied orbital energy (alpha / beta): -0.1732 / -0.1521 Ha



2.
This record from the Open Molecules 2025 dataset describes the ion C7H12N with charge +1. The level of theory is wB97M-V/def2-TZVPD.

```
20
Properties=species:S:1:pos:R:3
C -0.3038 0.1098 -0.5448
C 2.5265 1.5054 0.2226
C -1.2236 1.0212 -0.5559
C 2.4360 0.2390 -0.0533
C 0.9815 -0.5856 -0.7900
C -2.3430 1.2541 0.4243
C -0.7536 -2.2917 0.0260
N 0.1556 -1.1435 0.2309
H 3.4544 1.7808 0.6515
H 1.7627 2.3033 0.2064
H -1.0583 1.8121 -1.2630
H 3.3200 -0.3973 0.0080
H 1.1924 -0.8742 -1.8137
H -2.9244 0.3990 0.7335
H -3.0856 2.0044 0.2088
H -1.8006 1.6085 1.2955
H -0.2778 -3.1829 0.0041
H -1.4638 -2.1390 0.8067
H -1.1153 -2.2643 -0.9514
H 0.5206 -1.1591 1.1539
```

## Properties
* HOMO-LUMO gap (alpha / beta): 6.995 / 7.421 eV
* ⟨S²⟩: 2.01
* HOMO energy (alpha / beta): -9.85 / -14.58 eV
* charge: +1
* lowest unoccupied orbital energy (alpha / beta): -0.1048 / -0.2630 Ha
* spin multiplicity: 3



3.
This record from the Open Molecules 2025 dataset describes an isolated molecule of C7H12N2. The level of theory is wB97M-V/def2-TZVPD.

```
21
Properties=species:S:1:pos:R:3
C 2.4666 -0.6961 -0.3216
C 1.1781 -0.4318 -0.9089
C 0.1828 0.6221 -0.3939
C -0.9068 0.9418 -1.0844
C -1.6410 -1.0167 0.1002
C -0.5067 -0.8198 1.2219
C 0.9400 1.4774 0.7891
H 2.8984 -0.0188 0.3730
H 3.0352 -1.5201 -0.6820
H 0.5542 -1.0166 -1.8498
H -0.6588 0.6908 -2.2208
H -1.3125 1.9936 -0.7354
H -2.4316 0.8776 0.0371
H -2.5335 -1.5607 0.6804
H -1.2568 -1.7271 -0.7377
H -1.1724 -0.8236 2.1657
H 0.1645 -1.5291 1.0425
H 0.8853 2.5583 1.0089
H 2.1064 1.1379 0.9058
N -1.9295 0.3065 -0.4770
N -0.0618 0.5543 1.0868
```

## Properties
* HOMO-LUMO gap: 9.350 eV
* structure (SMILES): C=C[C@@]12CNCCN1C2
* HOMO energy: -8.37 eV
* lowest unoccupied orbital energy: 0.0361 Ha



4.
This record from the Open Molecules 2025 dataset describes a structure of composition C7H12N2. The level of theory is wB97M-V/def2-TZVPD.

```
21
Properties=species:S:1:pos:R:3
C 1.9702 0.4776 -0.4094
C 0.5347 0.9768 -0.0414
C -0.8127 1.6798 -0.0756
C -1.8224 0.4965 -0.2420
C -1.2534 -0.9476 -0.3476
C 0.2245 -1.5301 -0.2877
C 1.3949 -0.7244 0.3408
H 2.1791 0.2621 -1.4731
H 2.8006 0.8706 0.1440
H 0.2385 0.3669 -0.8455
H -1.1602 2.2513 0.7814
H -0.9184 2.2931 -0.9874
H -2.6804 0.7242 -0.8486
H -1.4179 -0.3086 1.6030
H -1.7800 -1.6908 -0.9193
H 0.4391 -1.7822 -1.3164
H 0.0178 -2.4484 0.3066
H 2.1600 -1.3615 0.8130
H 1.3020 0.7583 1.7841
N -2.0426 -0.5529 0.7951
N 0.6266 0.1893 1.2261
```

## Properties
* HOMO-LUMO gap: 9.196 eV
* HOMO energy: -8.24 eV
* lowest unoccupied orbital energy: 0.0353 Ha



5.
This record from the Open Molecules 2025 dataset describes an isolated molecule of C7H12N2. The level of theory is wB97M-V/def2-TZVPD.

```
21
Properties=species:S:1:pos:R:3
C -0.3932 -2.5942 -1.2035
C -0.4171 -1.9696 0.1131
C -0.1984 -0.6589 0.3117
C -0.2186 -0.1093 1.6488
C 0.4165 1.0581 2.0034
C 0.6434 2.3805 1.1037
C -0.4255 2.5935 -0.0422
H -0.7707 -1.1576 -2.7578
H 0.6780 -1.3681 -2.3451
H 0.3370 -3.3668 -1.2597
H -1.3704 -3.1075 -1.4562
H -0.8088 -2.7434 0.9191
H 0.5651 -0.0374 -0.4863
H -0.1005 -0.7805 2.4181
H 0.8570 1.0251 3.0467
H 0.7427 3.1741 1.8997
H -0.8217 3.6487 -0.3620
H -1.1199 1.7794 -0.2844
H 1.4486 1.7100 -0.6203
N -0.1105 -1.9818 -2.5042
N 1.0672 2.5057 -0.1426
```

## Properties
* HOMO-LUMO gap: 9.056 eV
* structure (SMILES): NC/C=C/C=C\[C@@H]1CN1
* HOMO energy: -8.45 eV
* lowest unoccupied orbital energy: 0.0222 Ha



6.
This record from the Open Molecules 2025 dataset describes an isolated molecule of C7H12N2O. The level of theory is wB97M-V/def2-TZVPD.

```
22
Properties=species:S:1:pos:R:3
N 2.2763 -0.4145 1.0110
C 2.0867 0.0549 -0.2257
C 0.7568 -0.0160 -0.9474
C -0.0339 -1.3126 -0.7135
C -0.9482 -1.2707 0.5114
C -2.0079 -0.1815 0.3513
C -1.4029 1.1548 -0.0107
N -0.2463 1.5881 0.7666
C -0.0594 1.2398 -0.6412
H 1.0399 0.0411 -2.0091
H -0.6636 -1.4761 -1.6018
H 0.6444 -2.1774 -0.6711
H -1.4386 -2.2456 0.6398
H -0.3638 -1.0868 1.4257
H -2.7081 -0.4673 -0.4501
H -2.6024 -0.0767 1.2718
H -2.1197 1.9300 -0.2963
H -0.2412 2.5955 0.8965
H 0.1129 2.0752 -1.3227
O 2.9143 0.9982 -0.4022
H 1.8256 -1.2992 1.2076
H 3.1793 0.3469 1.2099
```

## Properties
* HOMO-LUMO gap: 10.181 eV
* structure (SMILES): NC(=O)[C@H]1CCC[C@H]2N[C@@H]12
* HOMO energy: -9.31 eV
* lowest unoccupied orbital energy: 0.0322 Ha



Result set for M: 110.2; 110.2; 124.2; 124.2; 124.2; 140.2 g mol⁻¹, one per record in the order listed.
Result set for ΔE to the lowest compared entry with this formula, charge and spin: 140.80; 118.25; 181.51; 118.54; 117.05; 46.37 kcal/mol, one per record in the order listed.